Entry from the Open Molecules 2025 dataset: a cluster of 2 separate species, C13H19FN2O4S in total at a distorted geometry (ωB97M-V with the def2-TZVPD basis set).

Computed properties:
largest force on an atom	4.2	eV/Å
DFT total energy	-1415.1904	Ha

The geometry in ORCA input format:
```
! RIJCOSX wB97M-V def2-TZVPD def2/J DEFGRID3
* xyz 0 1
H -2.8458 0.3833 1.4902
N -1.9898 0.6617 1.9791
C -1.1117 1.0684 1.1356
C -1.5092 1.0851 -0.3785
C 0.2472 1.5445 1.7568
N 1.3081 1.9595 0.8080
C 1.0088 3.1627 0.0605
C -0.0978 4.0747 0.4204
C -0.3995 5.2922 -0.3321
C 0.3901 5.6903 -1.4921
C 1.5156 4.8159 -1.8558
C 1.8218 3.5998 -1.1020
S 1.9225 0.7019 -0.1451
O 1.3792 0.5982 -1.4816
O 3.3687 0.7866 -0.1756
F 1.5649 -0.7101 0.6336
H -1.0877 0.1963 -0.9284
H -2.6328 1.0418 -0.4641
H -1.1869 1.9927 -0.9470
H 0.6230 0.6946 2.3940
H 0.0523 2.3855 2.4792
H -0.7760 3.8590 1.2865
H -1.2692 5.9231 -0.0128
H 0.1045 6.6096 -2.0466
H 2.1666 5.0640 -2.7264
H 2.6839 2.9501 -1.3925
C -0.4214 -2.9604 0.3220
C -0.7919 -4.1651 1.1600
O -1.5740 -5.1021 0.4095
C -1.0569 -6.0354 -0.4115
C 0.4011 -5.9584 -0.7850
O -1.7734 -6.8739 -0.8924
H 0.1922 -3.2371 -0.5373
H 0.1268 -2.2333 0.9156
H -1.3210 -2.4831 -0.0749
H 0.0805 -4.6540 1.6018
H -1.4192 -3.8455 1.9934
H 0.4981 -5.4426 -1.7400
H 0.7843 -6.9739 -0.8836
H 1.0243 -5.4667 -0.0409
*
```